# 1
# C4H12N3

The ion C4H12N3 with charge +1 in a non-equilibrium geometry (wB97M-V/def2-TZVPD, OMol25).

The calculation puts the total energy at -8802.534 eV. Its total charge is +1. The gap between HOMO and LUMO is 9.34 eV. For the energy above the lowest of the compared OMol25 structures with the same formula, charge and spin, the calculation gives 5.1999 eV. Its SMILES is C/N=C(/C)N(C)[NH3+].

Last column: Löwdin charge in e.
Element x y z (Å)
C 0.8340 -0.5844 0.0751  -0.26
C 1.2410 -1.9443 0.1184  -0.03
C 1.5522 1.7927 0.3359  -0.05
C -1.3311 0.1246 -1.3598  -0.13
N 1.5480 0.3664 0.1628  0.08
N -0.9275 -0.4603 -0.1519  -0.15
N -1.7338 0.0543 0.9499  0.17
H 2.1688 -2.0630 -0.3662  0.08
H 1.3933 -2.4488 1.1498  0.14
H 0.6224 -2.6143 -0.4075  0.07
H 0.8563 2.3312 -0.3055  0.09
H 2.6004 2.0371 0.3251  0.09
H 1.1835 1.9340 1.3445  0.08
H -0.6356 0.9218 -1.6798  0.09
H -1.2214 -0.5427 -2.1808  0.09
H -2.3339 0.4740 -1.4606  0.08
H -1.0605 0.4850 1.6664  0.20
H -2.3837 -0.6698 1.2539  0.17
H -2.3724 0.8066 0.5302  0.19


# 2
# C4H12N3

The ion C4H12N3 with charge +1 in a non-equilibrium geometry (wB97M-V/def2-TZVPD, OMol25).

The calculation puts the total energy at -8805.505 eV. Its total charge is +1. The gap between HOMO and LUMO is 11.10 eV. For the energy above the lowest of the compared OMol25 structures with the same formula, charge and spin, the calculation gives 2.2296 eV. Its SMILES is CCNCNC=[NH2+].

Last column: Löwdin charge in e.
Element x y z (Å)
C 2.4655 0.5772 0.2828  -0.19
C 0.8544 -1.0450 -0.4179  -0.17
C -2.5893 0.5924 0.1718  -0.10
C -1.6404 -0.4319 -0.3755  -0.29
N 2.1079 -0.6879 0.1454  0.03
N 1.5680 1.3940 0.0525  0.17
N -0.3206 -0.3324 0.2394  -0.10
H 3.4924 0.7710 0.4510  0.16
H 0.5013 0.9302 -0.0284  0.13
H 0.8870 -0.6256 -1.4560  0.15
H 0.7187 -2.2036 -0.3845  0.18
H -3.4345 0.8461 -0.4697  0.09
H -2.9573 0.2482 1.0874  0.05
H -2.0077 1.5531 0.4885  0.11
H -1.7261 -0.3205 -1.4820  0.13
H -2.0286 -1.5598 -0.1809  0.16
H 2.8455 -1.3592 0.4477  0.19
H 1.5955 2.4083 0.2639  0.16
H -0.3318 -0.7546 1.1644  0.14


# 3
# C4H12N3

A structure of composition C4H12N3 in a non-equilibrium geometry (wB97M-V/def2-TZVPD, OMol25).

The calculation puts the total energy at -8805.453 eV. Its total charge is +1. The gap between HOMO and LUMO is 8.67 eV. For the energy above the lowest of the compared OMol25 structures with the same formula, charge and spin, the calculation gives 2.2811 eV.

Last column: Löwdin charge in e.
Element x y z (Å)
C -1.0172 0.8443 -1.1702  0.08
C -0.3743 -0.5841 0.6355  -0.30
C -0.8338 0.6379 0.1375  -0.44
C -1.3515 -1.3829 1.4222  0.02
N 0.7679 -1.0833 0.1916  0.17
N -1.2755 1.6122 0.9920  0.11
N 2.5933 -0.0264 -1.4078  0.16
H -1.4154 1.8628 -1.4135  0.09
H -0.7324 0.1435 -2.0012  0.09
H -2.0588 -1.9159 0.7914  0.11
H -1.8990 -0.5170 1.9389  0.12
H -0.8666 -2.0024 2.1474  0.09
H 0.9751 -2.0371 0.4151  0.11
H 1.6827 -0.4514 -0.6028  0.09
H -1.4224 2.5360 0.6292  0.10
H -0.9816 1.7855 1.9276  0.10
H 1.9942 0.0806 -2.1620  0.06
H 3.4896 -0.4067 -1.5481  0.09
H 2.7258 0.9045 -0.9229  0.14


# 4
# C4H12N3

A cluster of 2 separate species, C4H12N3 in total in a non-equilibrium geometry (wB97M-V/def2-TZVPD, OMol25).

The calculation puts the total energy at -8805.514 eV. Its total charge is +1. The gap between HOMO and LUMO is 8.79 eV. For the energy above the lowest of the compared OMol25 structures with the same formula, charge and spin, the calculation gives 2.2202 eV.

Last column: Löwdin charge in e.
Element x y z (Å)
N 1.3618 1.5865 0.4635  0.07
C 2.1478 0.5181 0.8058  -0.35
N 2.8722 -0.1444 -0.0751  0.06
H 1.1120 2.0893 1.2828  0.09
H 1.7116 2.1731 -0.2657  0.10
H 2.1876 0.2647 1.8880  0.13
H 3.5874 -0.6233 0.4630  0.05
C -2.7379 -0.6892 0.2591  -0.06
C -1.2144 -0.4956 0.3363  -0.19
C 0.3797 -0.4941 -1.5540  0.16
N -0.7194 -0.1175 -1.0010  0.03
H -3.2503 0.2492 0.0256  0.08
H -3.0001 -1.4884 -0.5071  0.11
H -3.1056 -1.0157 1.2153  0.08
H -0.9142 0.3147 0.9939  0.11
H -0.6975 -1.3980 0.6757  0.13
H 0.6196 -0.0478 -2.4926  0.12
H 0.9160 -1.2667 -1.0276  0.10
H -1.2564 0.5849 -1.4858  0.17


# 5
# C4H12N3

The ion C4H12N3 with charge +1 in a non-equilibrium geometry (wB97M-V/def2-TZVPD, OMol25).

The calculation puts the total energy at -8803.233 eV. Its total charge is +1. The gap between HOMO and LUMO is 10.85 eV. For the energy above the lowest of the compared OMol25 structures with the same formula, charge and spin, the calculation gives 4.5017 eV. Its SMILES is [H]/N=C(/C)N(C)[NH2+]C.

Last column: Löwdin charge in e.
Element x y z (Å)
C 0.3702 -0.0681 1.3658  -0.40
C 0.4320 1.0936 2.2653  0.01
C -0.4963 1.4506 -0.6887  -0.02
C 0.1116 -1.3056 -1.9074  0.00
N 0.8077 -1.2047 1.5852  0.15
N -0.4146 0.2273 0.1147  -0.11
N -0.5504 -1.0115 -0.6178  -0.03
H -0.5228 1.4585 2.5230  0.08
H 1.0493 0.8960 3.0994  0.09
H 0.9024 1.9199 1.6591  0.12
H -1.1410 1.1366 -1.5050  0.09
H -1.0030 2.0566 -0.0371  0.06
H 0.5693 1.9302 -1.0086  0.16
H -0.0666 -0.3701 -2.4296  0.08
H 1.1948 -1.4479 -1.9605  0.10
H -0.2894 -2.1667 -2.5718  0.15
H 1.1021 -1.8661 0.8302  0.09
H -0.5198 -1.7881 0.1684  0.21
H -1.5356 -0.9404 -0.8845  0.18


# 6
# C4H12N3

The ion C4H12N3 with charge +2 in a non-equilibrium geometry (wB97M-V/def2-TZVPD, OMol25).

The calculation puts the total energy at -8791.492 eV. As for the spin multiplicity: 2. Its total charge is +2. The gap between HOMO and LUMO (alpha / beta) is 10.20 / 5.25 eV. For the energy above the lowest of the compared OMol25 structures with the same formula, charge and spin, the calculation gives 3.7100 eV. The expectation value of S² is 0.76.

Last column: Löwdin charge in e.
Element x y z (Å)
C 0.8733 0.9815 -1.6860  -0.16
C 1.0144 -0.5917 -1.4031  -0.09
C 1.1184 -0.8928 0.0499  -0.07
N -1.6003 0.4202 1.7176  0.30
C -0.9453 -0.6811 1.7006  -0.07
N -0.2943 -1.3082 0.6747  0.11
N -0.0933 1.6673 -0.8637  0.16
H 1.8833 1.3877 -1.6093  0.14
H 0.5365 1.0593 -2.7325  0.17
H 1.8146 -0.8909 -2.0727  0.14
H 0.0775 -0.9077 -1.8818  0.13
H 1.3050 -0.0591 0.7264  0.13
H 1.7228 -1.6788 0.5129  0.16
H -2.1579 0.6556 2.5389  0.18
H -0.9727 -1.2408 2.6440  0.19
H -0.8470 -1.6698 -0.1040  0.16
H -1.4523 1.1017 0.9878  0.12
H -0.9896 1.5079 -1.3190  0.13
H 0.1176 2.6683 -0.8674  0.15


# 7
# C4H12N3

A cluster of 2 separate species, C4H12N3 in total in a non-equilibrium geometry (wB97M-V/def2-TZVPD, OMol25).

The calculation puts the total energy at -8791.910 eV. As for the spin multiplicity: 2. Its total charge is +2. The gap between HOMO and LUMO (alpha / beta) is 9.48 / 5.37 eV. For the energy above the lowest of the compared OMol25 structures with the same formula, charge and spin, the calculation gives 3.2917 eV. The expectation value of S² is 0.76.

Last column: Löwdin charge in e.
Element x y z (Å)
C -1.9211 -0.6016 -0.7549  -0.14
C -2.2315 -1.0748 -1.9736  0.14
C -1.3448 1.3839 0.5326  0.17
N -1.6019 0.7933 -0.5924  0.04
H -1.8166 -1.1488 0.1737  0.13
H -2.1954 -0.4111 -2.8768  0.11
H -2.4781 -2.1275 -2.1052  0.10
H -1.1253 2.4418 0.4750  0.14
H -1.3833 0.8423 1.4425  0.11
H -1.4875 1.3170 -1.4323  0.17
N 1.1000 -0.2648 -0.1628  0.16
C 1.5465 0.1144 1.2102  -0.27
N 2.9523 -0.1225 1.5547  0.31
H 1.8171 0.0638 -0.8310  0.13
H 1.2122 -1.2816 -0.2460  0.12
H 1.3300 1.1770 1.3684  0.13
H 0.9063 -0.3993 1.9626  0.15
H 3.1804 -1.1074 1.3413  0.16
H 3.5405 0.4060 0.9139  0.15


# 8
# C4H12N3

The ion C4H12N3 with charge +2 in a non-equilibrium geometry (wB97M-V/def2-TZVPD, OMol25).

The calculation puts the total energy at -8793.228 eV. As for the spin multiplicity: 2. Its total charge is +2. The gap between HOMO and LUMO (alpha / beta) is 10.73 / 5.16 eV. For the energy above the lowest of the compared OMol25 structures with the same formula, charge and spin, the calculation gives 1.9741 eV. The expectation value of S² is 0.75.

Last column: Löwdin charge in e.
Element x y z (Å)
C 0.7296 1.6221 0.3626  -0.16
C 1.0539 0.0993 0.5100  -0.08
C -0.0553 -0.7973 0.0185  -0.30
C -1.2276 -0.3163 -0.4427  -0.04
N -2.1794 -1.3413 -0.9847  0.22
N 0.1904 -2.1557 0.1350  0.13
N 1.8220 2.5040 0.6638  0.36
H 0.5500 1.6633 -0.7196  0.13
H -0.2145 2.0548 0.7353  0.18
H 1.9970 -0.0315 -0.0265  0.15
H 1.2579 -0.1498 1.5408  0.14
H -1.3056 0.5838 -1.0358  0.13
H -1.7338 -2.2642 -0.9498  0.15
H -2.4204 -1.0912 -1.9474  0.18
H -3.0554 -1.3085 -0.4570  0.18
H -0.4456 -2.7189 0.6812  0.13
H 1.1656 -2.4007 0.2214  0.13
H 1.9565 2.7366 1.6561  0.19
H 1.9148 3.3115 0.0387  0.18


# 9
# C4H12N3

A cluster of 2 separate species, C4H12N3 in total in a non-equilibrium geometry (wB97M-V/def2-TZVPD, OMol25).

The calculation puts the total energy at -8794.378 eV. As for the spin multiplicity: 2. Its total charge is +2. The gap between HOMO and LUMO (alpha / beta) is 11.34 / 8.16 eV. For the energy above the lowest of the compared OMol25 structures with the same formula, charge and spin, the calculation gives 0.8238 eV. The expectation value of S² is 0.77.

Last column: Löwdin charge in e.
Element x y z (Å)
N -1.7757 -0.0538 2.4664  0.22
C -2.2239 -0.3050 1.2653  -0.14
N -1.4961 -0.8359 0.3009  0.18
H -0.8059 -0.1890 2.7315  0.15
H -2.2946 0.5882 3.0504  0.15
H -3.2419 0.0113 1.0626  0.18
H -1.9304 -0.9841 -0.6006  0.14
H -0.4804 -0.7113 0.2449  0.08
C 0.4296 2.0010 -1.1109  0.24
C 0.6191 0.6406 -1.2389  -0.13
N 1.3860 -0.0564 -0.3763  0.01
C 2.1321 -1.2479 -0.8527  0.02
H 0.8678 2.6048 -0.3231  0.11
H -0.2251 2.5268 -1.7967  0.11
H 0.1288 0.0484 -2.0073  0.15
H 2.0151 0.6086 0.0812  0.17
H 2.6500 -1.6889 -0.0062  0.11
H 1.4162 -1.9734 -1.2416  0.11
H 2.8293 -0.9840 -1.6490  0.12


# 10
# C4H12N3O

A cluster of 2 separate species, C4H12N3O in total in a non-equilibrium geometry (wB97M-V/def2-TZVPD, OMol25).

The calculation puts the total energy at -10852.460 eV. Its total charge is +1. The gap between HOMO and LUMO is 10.06 eV. For the energy above the lowest of the compared OMol25 structures with the same formula, charge and spin, the calculation gives 2.6330 eV.

Last column: Löwdin charge in e.
Element x y z (Å)
C -1.6720 1.8927 0.9017  -0.43
C -1.6625 2.9423 2.0025  0.01
C 2.3710 -2.3723 -2.2055  -0.05
C -0.5321 -0.1073 0.2184  -0.09
N -2.3496 1.9236 -0.1476  0.19
N 0.1850 -1.1521 0.4378  0.19
N -0.8718 0.7724 1.1803  0.12
O 0.9265 -2.3538 -1.9530  -0.16
H -1.2060 2.6491 3.0123  0.11
H -1.0359 3.6552 1.7454  0.03
H -2.6655 3.1520 2.2685  0.08
H 2.8821 -3.2940 -2.0548  0.09
H 2.5068 -2.0096 -3.1244  0.05
H -0.8004 -0.0451 -0.9029  0.20
H -2.9391 2.6230 -0.5327  0.08
H 2.6603 -1.6745 -1.4828  0.06
H 0.6113 -1.7930 -0.2352  0.08
H 0.3983 -1.5390 1.3641  0.16
H -0.7507 0.7265 2.1878  0.16
H 0.5500 -3.1916 -1.6059  0.10


# 11
# C4H12N3S

The ion C4H12N3S with charge +1 in a non-equilibrium geometry (wB97M-V/def2-TZVPD, OMol25).

The calculation puts the total energy at -19638.641 eV. Its total charge is +1. The gap between HOMO and LUMO is 9.32 eV. For the energy above the lowest of the compared OMol25 structures with the same formula, charge and spin, the calculation gives 3.3839 eV. Its SMILES is CC[N@H+](S)/N=C(/C)N.

Last column: Löwdin charge in e.
Element x y z (Å)
C 1.2200 -1.0147 -0.4761  -0.48
C 2.1074 -0.9800 -1.6862  -0.01
C -2.3900 1.3374 -0.6103  -0.05
C -1.4793 1.4859 0.6454  -0.17
N 0.4575 0.0454 -0.3456  0.06
N 1.5247 -1.9590 0.3448  0.16
N -0.5273 0.1874 0.6789  -0.31
S 0.0656 0.2187 2.5596  0.83
H 3.1890 -1.0269 -1.3706  0.11
H 2.0960 -1.8806 -2.3138  0.10
H 1.9106 0.0466 -2.1438  0.12
H -1.7180 1.0084 -1.3814  0.06
H -3.0413 0.5855 -0.3087  0.05
H -2.9658 2.2648 -0.8538  0.11
H -2.1565 1.3790 1.6578  0.16
H -0.7896 2.2705 0.7180  0.08
H 2.2490 -2.6607 0.0182  0.16
H 1.4675 -2.0919 1.3695  0.12
H -1.0298 -0.6590 0.7494  0.10
H -0.1898 1.4431 2.7489  -0.20


# 12
# C4H12N4

An isolated molecule of C4H12N4 in a non-equilibrium geometry (wB97M-V/def2-TZVPD, OMol25).

The calculation puts the total energy at -10299.338 eV. Its total charge is 0. The gap between HOMO and LUMO is 9.45 eV. For the energy above the lowest of the compared OMol25 structures with the same formula, charge and spin, the calculation gives 3.9332 eV. Its SMILES is [H]/N=C(\CN)NCCN.

Last column: Löwdin charge in e.
Element x y z (Å)
C 1.4357 -0.2833 1.1775  -0.29
C 0.8897 1.1328 1.0038  -0.26
C -0.3109 0.7784 -1.2625  -0.39
C -1.5803 0.3307 -0.5857  -0.18
H 1.3014 -2.4667 1.4434  0.15
H -0.1672 -1.5061 1.6368  0.12
H 2.2652 -0.4994 0.4772  0.11
H 2.0508 -0.4017 1.9893  0.06
H 1.6712 1.7121 1.4505  0.11
H 0.0406 1.2556 1.7428  0.13
H 1.5092 1.7234 -0.7143  0.16
H -0.8603 0.5748 -3.0611  0.03
H -1.6207 0.8390 0.3837  0.08
H -2.4370 0.7451 -1.0421  0.08
H -2.5458 -1.3080 -1.5205  0.12
H -1.0760 -1.8067 -0.5417  -0.02
N 0.7047 -1.6089 0.8692  -0.07
N 0.5914 1.3740 -0.3293  -0.01
N 0.0579 0.6807 -2.5690  0.07
N -1.9197 -1.2658 -0.5479  -0.02